Here is a structure of composition C21H26ClNdO3P2 at a distorted geometry from the OMol25 dataset. Energies are from ωB97M-V/def2-TZVPD.

- Charge: +2
- Frontier orbital gap (spin up / spin down): 0.23550 / 0.25163 Eh
- Multiplicity: 4
- HOMO energy (spin up / spin down): -14.728 / -14.717 eV

Atoms and positions in Å:
Nd (0.7768, 0.6513, 2.5699)
Cl (0.2544, 2.0751, 4.5942)
P (0.2926, 0.6027, -0.3000)
C (-1.0803, -0.1881, -1.1912)
C (-0.9152, -0.9737, -2.3385)
C (-2.0432, -1.5484, -2.9300)
C (-3.3228, -1.3964, -2.4020)
C (-3.4584, -0.6574, -1.2274)
C (-2.3604, -0.0565, -0.6248)
C (0.0747, 2.4099, -0.6019)
C (0.9118, 3.2989, 0.0844)
C (0.7476, 4.6825, -0.0429)
C (-0.2611, 5.2039, -0.8650)
C (-1.1138, 4.3175, -1.5420)
C (-0.9464, 2.9329, -1.4108)
C (1.8805, 0.2509, -1.1403)
C (2.9527, -0.2406, -0.3780)
C (4.1936, -0.4678, -0.9712)
C (4.4145, -0.2060, -2.3185)
C (3.3537, 0.3092, -3.0637)
C (2.0995, 0.5528, -2.4913)
H (1.6980, 2.9270, 0.7474)
H (1.4010, 5.3676, 0.4981)
H (-0.3763, 6.2935, -0.9869)
H (-1.9110, 4.7230, -2.1749)
H (-1.6407, 2.2627, -1.9066)
H (0.0720, -1.1541, -2.7382)
H (-1.9249, -2.1291, -3.8335)
H (-4.1960, -1.8302, -2.8888)
H (-4.4329, -0.5525, -0.7793)
H (-2.4885, 0.4925, 0.3094)
H (2.8332, -0.4409, 0.6964)
H (5.0021, -0.8476, -0.3671)
H (5.3877, -0.4011, -2.7695)
H (3.5165, 0.5333, -4.1090)
H (1.3099, 0.9880, -3.0918)
H (0.1892, -5.8388, -4.0621)
H (0.9378, -5.8056, -4.0293)
C (-3.4055, -0.3454, 3.4303)
O (-2.6367, -1.5855, 3.1494)
P (-1.0567, -1.3780, 2.6494)
O (-0.2852, -2.3971, 3.7837)
C (0.4634, -1.5994, 4.7363)
O (-0.5385, -2.3720, 1.3621)
C (0.8177, -2.9402, 1.3877)
H (-4.0604, -0.1280, 2.5717)
H (-2.6882, 0.4745, 3.5687)
H (-4.0166, -0.3087, 4.3582)
H (1.3661, -1.0037, 4.3147)
H (-0.2461, -0.9247, 5.2456)
H (0.8925, -2.2982, 5.4509)
H (1.6326, -2.3991, 1.9506)
H (0.7735, -3.9765, 1.7823)
H (1.1605, -2.9583, 0.3350)

***

Here is a structure of composition C21H26CoN2O4S at a distorted geometry from the OMol25 dataset. Energies are from ωB97M-V/def2-TZVPD.

- Charge: +1
- Frontier orbital gap (spin up / spin down): 0.22966 / 0.24075 Eh
- HOMO energy (spin up / spin down): -10.641 / -10.742 eV

Atoms and positions in Å:
Co (0.7884, 0.4473, -1.3484)
C (-0.8558, -0.2976, -5.1185)
C (-0.0165, -0.4576, -3.8903)
O (-0.1050, 0.4272, -3.0087)
C (0.8536, -1.5884, -3.8093)
C (1.7363, -1.8539, -2.7987)
C (2.6462, -3.0358, -2.8583)
N (1.8080, -1.0277, -1.7090)
N (2.6505, -1.4178, -0.7394)
C (2.6037, -0.5373, 0.2612)
O (1.8333, 0.4866, 0.2047)
C (3.4425, -0.7468, 1.4496)
C (4.2249, -1.8953, 1.5733)
C (5.0023, -2.0793, 2.7034)
C (5.0036, -1.1221, 3.7098)
C (4.2272, 0.0231, 3.5881)
C (3.4462, 0.2129, 2.4611)
H (-1.5254, 0.5504, -5.0103)
H (-1.4311, -1.2058, -5.3019)
H (-0.2097, -0.1462, -5.9855)
H (0.8321, -2.2726, -4.6454)
H (2.4776, -3.5988, -3.7718)
H (2.4858, -3.6762, -1.9913)
H (3.6853, -2.7094, -2.8135)
H (4.2157, -2.6318, 0.7823)
H (5.6095, -2.9690, 2.8011)
H (5.6138, -1.2681, 4.5913)
H (4.2356, 0.7691, 4.3713)
H (2.8429, 1.1036, 2.3499)
C (1.2689, 3.2979, -2.1627)
O (0.4693, 2.4671, -1.3018)
H (0.9671, 4.3379, -2.0548)
H (1.1736, 2.9821, -3.2015)
H (2.2977, 3.1861, -1.8328)
H (-0.4660, 2.5875, -1.5103)
C (-6.8512, 1.5245, 2.3716)
C (-5.3979, 1.2999, 2.0666)
C (-5.0168, 0.3517, 1.1126)
C (-3.6873, 0.1410, 0.8054)
C (-2.7197, 0.8942, 1.4606)
C (-3.0690, 1.8522, 2.3986)
C (-4.4096, 2.0422, 2.7033)
S (-1.0015, 0.6606, 1.1249)
C (-0.7545, -0.9333, 1.8969)
O (-0.9589, 0.3546, -0.3814)
H (-7.3877, 0.5785, 2.4396)
H (-7.3200, 2.1104, 1.5788)
H (-6.9819, 2.0638, 3.3078)
H (-5.7797, -0.2284, 0.6080)
H (-3.3982, -0.5835, 0.0547)
H (-2.3047, 2.4434, 2.8885)
H (-4.6892, 2.7835, 3.4409)
H (-1.4285, -1.6532, 1.4356)
H (-0.9627, -0.8332, 2.9612)
H (0.2870, -1.2099, 1.7430)